[1]
This record from OMol25 describes a structure of composition C4H10O3 in a non-equilibrium geometry. The level of theory is ωB97M-V/def2-TZVPD.

- DFT total energy (Eh) = -383.95785
- lowest unoccupied orbital energy (eV) = 6.88
- orbital gap (eV) = 5.98

Geometry as ORCA input:
```
! wB97M-V def2-TZVPD RIJCOSX def2/J DEFGRID3
* xyz -2 1
C -0.385 0.139 -0.281
C -0.147 1.511 0.298
C -0.181 1.487 1.913
O 0.150 2.654 2.446
C 0.443 -1.028 0.057
O 0.183 -2.252 -0.594
H -0.264 0.227 -1.310
H -1.408 -0.276 0.100
H 0.890 1.765 0.074
H -0.793 2.339 0.140
H -1.136 1.210 2.096
H 0.538 0.808 2.408
H 1.471 -0.709 -0.263
H 0.504 -1.122 1.049
H 0.202 -2.188 -1.857
H -0.143 -2.710 -3.240
O 0.074 -1.852 -3.036
*
```

Atom charges from the Mulliken analysis, given in e for atoms 1 to 6: atom 1 (C): 0.059, atom 2 (C): -0.589, atom 3 (C): -0.545, atom 4 (O): -0.961, atom 5 (C): -0.934, atom 6 (O): -0.770



[2]
This record from OMol25 describes a structure of composition C26H47O18S4V2 in a non-equilibrium geometry. The level of theory is ωB97M-V/def2-TZVPD.

- DFT total energy (Eh) = -5853.08056
- lowest unoccupied orbital energy (eV) = -7.47
- orbital gap (eV) = 2.57

Geometry as ORCA input:
```
! wB97M-V def2-TZVPD RIJCOSX def2/J DEFGRID3
* xyz 1 1
O 22.570 3.837 -2.095
V 21.044 3.580 -2.596
O 20.899 4.313 -4.047
O 17.722 -4.440 -1.455
V 16.970 -3.247 -2.221
O 16.550 -3.947 -3.621
C 22.384 -3.142 -4.998
C 21.903 -1.742 -5.343
C 21.649 -1.733 -6.859
O 20.845 -1.335 -4.515
H 21.631 -3.909 -5.175
H 22.770 -3.208 -3.981
H 23.298 -3.462 -5.498
H 22.709 -1.013 -5.256
H 20.931 -2.455 -7.249
H 22.550 -2.047 -7.385
H 21.574 -0.706 -7.216
C 20.823 -10.503 -1.199
C 20.701 -11.052 -2.656
O 21.664 -12.083 -2.861
S 21.856 -12.946 -1.393
O 23.219 -13.338 -1.112
O 20.818 -14.048 -1.252
O 21.506 -11.570 -0.451
H 19.862 -10.310 -0.721
H 21.347 -9.548 -1.175
H 20.951 -10.311 -3.416
H 19.683 -11.437 -2.724
O 14.696 -8.615 -7.615
S 14.311 -8.449 -9.020
O 14.874 -9.271 -10.055
O 12.630 -8.505 -9.214
C 11.790 -7.978 -8.170
C 10.863 -6.854 -8.616
C 14.556 -6.604 -9.393
H 12.379 -7.770 -7.277
H 11.257 -8.865 -7.830
H 11.462 -6.160 -9.205
H 10.214 -6.397 -7.869
H 10.246 -7.332 -9.377
H 15.629 -6.459 -9.269
H 13.876 -6.183 -8.652
H 14.245 -6.373 -10.412
O 27.207 -9.121 -3.685
S 28.040 -9.804 -4.726
O 27.641 -9.967 -6.119
O 29.537 -9.061 -4.706
C 30.162 -8.834 -3.448
C 31.572 -8.864 -3.800
C 28.597 -11.425 -4.210
H 29.829 -9.581 -2.727
H 30.014 -7.817 -3.086
H 32.274 -8.690 -2.984
H 31.900 -8.116 -4.521
H 31.714 -9.918 -4.040
H 28.976 -11.388 -3.188
H 29.323 -11.761 -4.950
H 27.711 -12.060 -4.237
O 15.073 3.489 -11.758
S 16.467 3.239 -11.396
O 17.245 2.501 -12.383
O 17.166 4.655 -11.045
C 16.462 5.478 -10.064
C 17.221 6.866 -9.996
C 16.480 2.434 -9.757
H 16.471 4.996 -9.086
H 15.421 5.704 -10.298
H 18.305 6.778 -9.927
H 16.905 7.561 -9.218
H 17.172 7.391 -10.950
H 16.390 1.372 -9.986
H 15.662 2.756 -9.112
H 17.381 2.689 -9.199
C 31.236 -0.163 -4.732
C 30.333 -1.233 -4.774
C 29.503 -1.419 -3.685
C 29.496 -0.599 -2.543
C 30.363 0.439 -2.566
C 31.310 0.549 -3.585
H 31.877 -0.082 -5.597
H 30.344 -1.805 -5.690
H 28.808 -2.240 -3.772
H 28.773 -0.784 -1.762
H 30.514 0.958 -1.631
H 32.042 1.334 -3.470
C 24.429 3.525 -10.058
C 25.510 3.209 -9.316
C 26.492 2.417 -9.839
C 26.345 1.819 -11.085
C 25.221 2.049 -11.863
C 24.258 2.919 -11.329
H 23.712 4.232 -9.668
H 25.674 3.529 -8.297
H 27.336 2.322 -9.172
H 27.115 1.101 -11.324
H 25.010 1.516 -12.777
H 23.398 3.258 -11.887
*
```

Atom charges from the Mulliken analysis, given in e for atoms 1 to 6: atom 1 (O): -0.505, atom 2 (V): 1.645, atom 3 (O): -0.519, atom 4 (O): -0.493, atom 5 (V): 1.635, atom 6 (O): -0.492



[3]
This record from OMol25 describes the molecule C5H8O. The level of theory is ωB97M-V/def2-TZVPD.

- DFT total energy (Eh) = -270.38272
- lowest unoccupied orbital energy (eV) = -0.14
- orbital gap (eV) = 8.56

Geometry as ORCA input:
```
! wB97M-V def2-TZVPD RIJCOSX def2/J DEFGRID3
* xyz 0 1
C -0.606 -0.501 -0.986
C -1.525 0.561 -0.356
C -0.421 1.182 0.447
O 0.643 -0.704 1.834
C 1.416 -0.437 0.670
C 0.553 0.306 -0.351
H -0.695 -1.487 -0.520
H -0.627 -0.630 -2.075
H -2.453 0.290 0.159
H -1.769 1.380 -1.053
H 0.349 0.165 2.170
H 1.727 -1.418 0.299
H 2.318 0.141 0.911
H 1.139 0.915 -1.050
*
```

Atom charges from the Mulliken analysis, given in e for atoms 1 to 6: atom 1 (C): -0.982, atom 2 (C): -0.197, atom 3 (C): -0.828, atom 4 (O): -0.513, atom 5 (C): -0.710, atom 6 (C): 0.603



Calculated E_HOMO, 0.033; -0.369; -0.320 hartree (same order as the records).